P.
Density functional theory data (ωB97M-V/def2-TZVPD) for a molecular structure, CH3ClNO2S.

Calculated values
2S+1: 1
Net charge: -1
HOMO-LUMO gap (alpha / beta): 7.687 / 6.491 eV
HOMO energy (alpha / beta): -4.073 / -3.020 eV

```
9
Properties=species:S:1:pos:R:3:lowdin_charge:R:1
C -1.607 -0.287 -0.202 -0.32
N -1.216 -1.279 0.470 -0.05
O 1.235 -1.928 -1.443 -0.63
O 1.567 -1.406 1.168 -0.61
S 1.201 -2.307 0.044 0.61
Cl -3.678 0.605 -0.134 -0.14
H -1.928 -0.159 -1.331 0.04
H -1.619 -1.356 1.388 0.10
H -0.620 -2.187 0.209 0.00
```


Q.
Density functional theory data (ωB97M-V/def2-TZVPD) for a gas-phase ion, CH3ClNO2S (charge -1).

Calculated values
2S+1: 1
Net charge: -1
HOMO-LUMO gap: 8.088 eV
HOMO energy: -4.117 eV

```
9
Properties=species:S:1:pos:R:3:lowdin_charge:R:1
C -0.294 0.922 -0.025 -0.39
N -0.556 -0.507 0.168 -0.38
O -0.115 -2.850 0.111 -0.58
O -0.406 1.671 1.268 -0.18
S -0.236 -1.714 -0.800 0.45
Cl 1.713 -0.995 -1.719 -0.15
H 0.739 1.045 -0.295 0.05
H -1.054 1.362 -0.561 0.07
H 0.209 1.065 1.852 0.11
```


Which structure is most stable? Q, by 2.763 eV over the runner-up.